ORCA calculation (ωB97M-V with the def2-TZVPD basis set) on a single CH4N2O molecule in a non-equilibrium geometry.

The geometry in XYZ format:
```
8
Properties=species:S:1:pos:R:3:forces:R:3
H -1.834904 0.670413 1.077595 -0.096 -0.557 0.293
N -1.082829 0.812911 0.416297 -3.154 5.163 -0.187
N -0.327936 -0.083674 0.369486 -0.191 -6.797 3.999
C 0.727813 -0.025885 -0.515346 3.357 -0.749 -3.513
O -0.486082 -1.243590 1.077248 0.837 3.174 -2.031
H 1.421929 0.861433 -0.505722 -1.060 -0.779 0.744
H 0.312363 -0.016970 -1.560108 0.276 -0.161 0.987
H 1.269647 -0.974638 -0.359450 0.031 0.707 -0.291
```
Positions in Å, forces in eV/Å.

Values from the calculation:
- E_LUMO: 0.48 eV
- SMILES string: [H]/N=[N+](/C)[O-]
- DFT total energy: -225.13256 Eh

ORCA calculation (ωB97M-V with the def2-TZVPD basis set) on a single C6H10O molecule in a non-equilibrium geometry.

The geometry in XYZ format:
```
17
Properties=species:S:1:pos:R:3:forces:R:3
C 0.403062 -1.402874 -0.864446 -0.031 -0.621 0.278
C 0.583561 -0.088360 -0.724019 -0.008 -0.823 0.468
C 1.607512 0.691655 -1.499550 0.042 0.542 -0.539
C -0.155276 0.783749 0.281713 -0.063 1.287 -1.464
C -1.438636 0.368106 1.000032 0.263 -0.718 0.230
C -1.237148 -0.845824 1.890810 0.518 0.985 -1.060
O -1.571931 -1.940712 1.553286 -0.321 -0.753 0.544
H 1.180585 -2.091722 -1.188850 -0.044 0.527 -1.002
H -0.474107 -1.962841 -0.550165 0.133 0.477 0.630
H 2.061460 0.248260 -2.388773 0.071 -0.851 0.539
H 2.391615 1.134382 -0.884704 -0.023 0.100 0.046
H 1.061995 1.498542 -2.005793 0.007 0.325 0.469
H 0.609121 1.206964 0.949452 -0.116 -0.453 0.252
H -0.413010 1.684148 -0.303963 -0.199 -0.054 0.267
H -2.239646 0.157428 0.291901 0.049 -0.025 -0.030
H -1.728340 1.186365 1.646699 -0.175 0.372 0.073
H -0.640825 -0.627273 2.796374 -0.103 -0.317 0.301
```
Positions in Å, forces in eV/Å.

Values from the calculation:
- E_LUMO: 0.92 eV
- SMILES string: C=C(C)CCC=O
- DFT total energy: -309.80032 Eh

ORCA calculation (ωB97M-V with the def2-TZVPD basis set) on a single C2HNO3 molecule in a non-equilibrium geometry.

The geometry in XYZ format:
```
7
Properties=species:S:1:pos:R:3:forces:R:3
O 2.287060 0.049043 -0.093631 -3.941 1.176 0.590
C 1.065839 0.209594 0.061450 5.213 -0.061 0.091
O 0.265738 -0.851031 0.232680 1.279 -4.533 -0.574
C -0.923346 -0.515870 -0.067382 -2.501 5.610 0.923
N -1.145950 0.768150 -0.023461 2.615 -0.263 -0.475
O 0.310605 1.267417 0.146651 -1.836 0.655 -0.452
H -1.859943 -0.927304 -0.256308 -0.829 -2.584 -0.102
```
Positions in Å, forces in eV/Å.

Values from the calculation:
- E_LUMO: 0.40 eV
- SMILES string: O=c1ocno1
- DFT total energy: -357.20726 Eh

ORCA calculation (ωB97M-V with the def2-TZVPD basis set) on 2 unconnected molecules or ions with the total composition C2H5N2O3 in a non-equilibrium geometry.

The geometry in XYZ format:
```
12
Properties=species:S:1:pos:R:3:forces:R:3
C -2.239865 2.127468 2.003416 0.538 -1.015 0.663
C 1.406116 -0.588773 -0.628286 0.713 -1.318 -0.546
N -1.661240 1.129525 2.117763 -1.159 2.107 -0.279
N -0.601614 0.526755 -0.234718 -0.667 0.122 -0.463
O -1.017281 0.158762 1.902169 1.023 -2.117 0.436
O -1.281082 1.497256 -0.235635 0.904 -0.710 -0.865
O 0.704153 0.589808 -0.274478 -0.546 1.722 0.430
H -2.777192 2.996121 2.258362 -0.380 0.601 0.054
H 1.738616 -0.492554 -1.667091 -0.180 0.047 0.194
H 0.780651 -1.478839 -0.518636 0.008 0.045 0.087
H 2.280352 -0.662350 0.019176 -0.279 0.096 0.066
H -0.993152 -0.438354 -0.370643 0.025 0.421 0.223
```
Positions in Å, forces in eV/Å.

Values from the calculation:
- E_LUMO: -6.28 eV
- DFT total energy: -413.90602 Eh
- Charge: +1

ORCA calculation (ωB97M-V with the def2-TZVPD basis set) on a gas-phase ion, C25H25Cl2OSi (charge +1) in a non-equilibrium geometry.

The geometry in XYZ format:
```
54
Properties=species:S:1:pos:R:3:forces:R:3
Cl 1.067390 0.171075 5.034905 0.301 -0.095 0.412
C -0.021144 0.453000 3.752160 -0.348 0.208 -1.200
C -0.838056 1.590880 3.767495 -0.161 0.101 0.196
C -1.756401 1.791696 2.745773 -0.272 -0.623 0.466
C -1.895667 0.845400 1.723347 1.364 0.436 -0.245
C -2.982608 1.118183 0.719242 2.974 1.473 0.049
C -2.573585 0.640213 -0.747219 -0.912 -0.214 1.385
C -2.215009 1.618304 -1.677853 -0.439 -0.253 -0.062
C -1.891028 1.266373 -2.985542 -0.165 -0.346 0.724
C -1.856772 -0.072244 -3.353359 0.276 0.067 0.453
Cl -1.382548 -0.508435 -4.957971 -0.157 0.004 0.108
C -2.107178 -1.053297 -2.403695 -0.262 0.118 0.387
C -2.468593 -0.703475 -1.097496 -0.339 0.069 -0.493
C -0.965277 -0.186911 1.617779 -0.229 -0.355 0.886
C -0.045623 -0.413582 2.651323 -0.521 0.682 0.289
H -0.790315 2.296064 4.602750 0.113 -0.305 -0.322
H -2.473888 2.623176 2.793591 0.485 -0.207 0.055
H -2.989282 2.232203 0.562040 -0.083 -1.034 0.206
H -2.239187 2.666955 -1.394345 0.012 -0.085 -0.075
H -1.681320 2.018640 -3.704076 0.239 0.525 -0.495
H -2.053732 -2.086578 -2.685312 0.073 -0.323 -0.082
H -2.697132 -1.480395 -0.364018 0.016 0.155 -0.336
H -1.015629 -0.912126 0.813477 0.138 0.257 0.058
H 0.613742 -1.265408 2.625608 0.118 -0.056 -0.033
C -4.104957 5.352116 -0.645529 -0.095 0.113 -0.008
Si -5.460531 4.167268 -0.213572 0.218 0.130 -0.317
C -7.019839 4.967692 0.379157 -0.005 0.055 0.004
C -5.756266 2.871872 -1.512052 -0.057 0.005 0.129
O -4.738546 3.347177 1.116635 0.080 -1.115 0.940
C -5.002692 2.252903 1.777076 -0.983 1.415 0.090
C -4.324653 0.983940 1.554251 -4.389 -1.367 -2.923
C -5.295511 0.060198 2.474494 1.099 -2.726 -0.364
C -6.231335 0.941601 3.242214 -0.115 -0.049 -0.459
C -7.289866 0.611616 4.105568 -0.036 1.065 0.097
C -8.033095 1.653519 4.697451 0.859 -0.778 -0.597
C -7.731944 2.996724 4.414018 -0.202 0.417 0.229
C -6.749538 3.317536 3.508991 1.000 0.193 -1.271
C -6.022269 2.254977 2.875785 0.817 0.779 -0.399
H -4.320866 5.804346 -1.620962 0.141 0.025 0.150
H -4.039849 6.152151 0.103093 0.025 -0.122 -0.195
H -3.128641 4.852491 -0.697705 -0.231 0.103 -0.043
H -7.587045 5.279015 -0.507179 -0.028 0.022 0.215
H -7.646045 4.290667 0.973193 0.068 0.107 -0.202
H -6.799392 5.857728 0.981650 -0.092 -0.146 -0.124
H -6.161460 3.372881 -2.401335 0.056 -0.203 0.096
H -4.834541 2.346561 -1.794074 -0.205 0.129 0.009
H -6.493201 2.133956 -1.168451 0.084 0.104 -0.149
H -4.497988 0.436062 0.410642 -1.139 1.763 2.282
H -5.909889 -0.645438 1.818480 0.827 1.000 0.596
H -4.770920 -0.647165 3.147778 0.013 0.533 -0.248
H -7.537175 -0.411213 4.297879 -0.039 -0.410 0.216
H -8.832030 1.421794 5.395284 0.107 -0.031 -0.146
H -8.297203 3.795448 4.916351 0.327 -0.447 -0.303
H -6.500883 4.361252 3.229284 -0.326 -0.764 0.364
```
Positions in Å, forces in eV/Å.

Values from the calculation:
- E_LUMO: -4.56 eV
- DFT total energy: -2252.50980 Eh
- Charge: +1

ORCA calculation (ωB97M-V with the def2-TZVPD basis set) on a gas-phase ion, C5H13N2 (charge +1) in a non-equilibrium geometry.

The geometry in XYZ format:
```
20
Properties=species:S:1:pos:R:3:forces:R:3
C -2.414169 -0.742434 -0.502334 -0.210 -0.820 -0.166
C -1.253508 -0.135406 -0.920023 0.492 1.099 0.570
N -1.251266 1.257202 -1.202796 -0.808 -0.265 -1.597
C 0.182705 -0.601597 -0.808171 0.752 -1.192 3.151
C 1.036720 0.218775 0.234530 -0.459 2.362 -2.547
C 2.438273 -0.250443 0.549896 -0.927 -0.892 1.128
N 0.167104 0.360497 1.443248 -0.928 -1.050 -0.114
H -2.628528 -1.156916 0.479639 1.234 -1.389 -0.160
H -3.223949 -1.068400 -1.178299 -0.281 2.116 0.182
H -1.053212 1.581753 -2.148671 0.403 -0.002 0.155
H -2.044035 1.763944 -0.834210 -0.333 -0.336 -0.313
H 0.723485 -0.799731 -1.733339 -0.236 0.653 -0.264
H 0.228755 -1.598330 -0.330171 -0.550 -0.129 -0.381
H 1.068748 1.273934 -0.104520 0.193 -0.553 -0.132
H 2.387775 -1.327409 0.772642 0.248 0.170 0.082
H 2.753939 0.270620 1.470403 0.430 -0.185 -0.567
H 3.128958 -0.136866 -0.279207 -0.063 0.363 0.026
H 0.453821 1.096193 2.082124 0.356 -0.292 0.364
H -0.816662 0.577962 1.167103 0.645 -0.064 -0.209
H 0.115046 -0.583349 1.842153 0.044 0.405 0.791
```
Positions in Å, forces in eV/Å.

Values from the calculation:
- E_LUMO: -3.58 eV
- SMILES string: C=C(N)C[C@H](C)[NH3+]
- DFT total energy: -307.48080 Eh
- Charge: +1

ORCA calculation (ωB97M-V with the def2-TZVPD basis set) on 3 unconnected molecules or ions with the total composition C16H30BCl4O11P in a non-equilibrium geometry.

The geometry in XYZ format:
```
63
Properties=species:S:1:pos:R:3:forces:R:3
C -1.054113 3.723659 2.007800 0.563 -0.935 -1.000
C -0.107029 2.502844 2.511141 -0.315 1.543 0.513
O -0.795864 1.686422 3.488309 -0.150 -0.615 -1.810
C -1.711678 0.788426 2.824234 -0.696 -1.054 -0.231
C -0.973936 -0.506186 2.159201 -0.530 0.937 0.298
O -1.800687 -0.884353 1.030843 0.925 -0.239 -0.109
C -1.219916 -1.929609 0.225803 -0.679 -0.663 1.473
C -0.655776 -1.507697 -1.219166 -0.588 -2.340 0.964
C 0.781824 -2.209907 -1.250967 0.013 1.405 0.893
P 1.602612 -2.509310 -2.896877 4.090 -5.361 -1.869
O 2.289294 -3.903439 -2.797259 -2.229 3.677 0.190
O 2.911008 -1.433478 -3.246114 -2.776 -0.666 -0.243
O 0.608352 -2.601297 -4.267521 1.783 2.316 1.676
O -1.438105 -2.399344 -2.105008 -2.127 1.970 -1.572
C -2.102008 -1.573482 -3.075920 -0.223 -0.311 0.334
O -3.204531 -1.730276 -3.610445 4.945 0.583 1.922
O -1.156058 -0.470766 -3.214945 -1.304 -0.561 0.116
C -0.895753 -0.045702 -1.822374 0.385 -0.623 0.300
C -2.231983 0.778435 -1.505531 -0.133 0.058 1.354
C -2.827179 1.639997 -2.703993 -1.981 3.552 1.344
O -3.530501 2.649276 -2.380756 2.594 -3.869 -1.103
C 0.516471 0.703038 -1.544277 -0.179 0.266 -1.065
B 0.487270 2.306686 -1.810250 0.111 1.452 -1.108
O 0.229417 3.334134 -0.844122 1.216 -1.800 -1.182
O 0.721154 2.735147 -3.191391 0.549 -0.622 2.391
H -1.859718 4.011996 2.759640 1.362 -0.386 -0.830
H -1.557367 3.387220 1.024955 0.622 0.811 1.566
H -0.346924 4.589875 1.755749 -1.302 -1.007 0.386
H 0.784873 2.979413 3.063742 -1.256 -1.041 -0.866
H 0.250286 1.888327 1.604854 -0.414 0.785 1.344
H -2.339275 1.302241 1.996365 1.177 -0.666 1.197
H -2.470168 0.389318 3.598933 1.402 0.779 -1.097
H 0.067463 -0.238440 1.772110 -1.165 -0.342 0.769
H -0.939002 -1.359837 2.922843 0.174 1.139 -1.061
H -0.440322 -2.454864 0.905072 -0.848 0.841 -1.458
H -2.047648 -2.725022 0.076094 1.344 1.380 -0.093
H 1.514703 -1.655981 -0.545976 -1.020 -0.829 -1.346
H 0.653229 -3.250719 -0.762805 0.245 1.539 -1.362
H 3.362464 -1.736793 -4.083856 -0.594 0.088 1.340
H 0.797710 -1.770110 -4.780378 -0.639 -0.948 0.414
H -3.087250 0.085540 -1.142252 1.409 0.931 -0.722
H -2.075252 1.509561 -0.621499 -0.237 -1.140 -1.505
H -2.684899 1.469888 -3.821108 0.137 -0.394 1.478
H 0.887138 0.505621 -0.476048 -0.724 -0.123 -1.536
H 1.238295 0.272911 -2.342419 -0.895 0.540 1.573
H 0.750575 3.209091 -0.023389 -0.840 -0.087 -0.527
H 1.658394 2.518066 -3.414498 -1.189 0.068 -0.032
Cl -2.277455 2.359586 6.557775 0.030 -0.006 -0.008
C -3.917603 1.766204 6.209883 -0.167 0.038 -0.014
C -4.162754 0.394074 6.799368 -0.221 0.127 0.112
Cl -3.203826 -0.866708 5.982593 0.027 -0.056 0.043
H -4.056340 1.768571 5.127066 0.082 -0.063 0.125
H -4.614050 2.486686 6.643531 0.042 -0.130 0.021
H -5.212989 0.121459 6.679309 0.096 0.049 -0.066
H -3.923957 0.364720 7.863847 0.087 0.023 -0.177
Cl 5.734690 -2.388507 -4.540025 0.104 0.006 -0.238
C 7.133251 -2.652702 -3.469217 0.218 -0.060 0.270
C 6.742480 -2.636099 -2.004934 0.038 -0.252 -0.019
Cl 6.249995 -1.013117 -1.459028 -0.031 0.022 -0.016
H 7.881195 -1.890619 -3.694674 -0.197 -0.015 0.038
H 7.550995 -3.626967 -3.730344 -0.130 0.054 0.064
H 7.595417 -2.931254 -1.390877 -0.014 0.066 -0.127
H 5.921362 -3.325847 -1.800815 0.022 0.162 -0.115
```
Positions in Å, forces in eV/Å.

Values from the calculation:
- E_LUMO: -0.12 eV
- SMILES string: CCOCCOC[C@@]1(CP(=O)(O)O)OC(=O)O[C@]1(CC=O)CB(O)O.ClCCCl.ClCCCl
- DFT total energy: -3662.26590 Eh

ORCA calculation (ωB97M-V with the def2-TZVPD basis set) on a single C2H2FN molecule in a non-equilibrium geometry.

The geometry in XYZ format:
```
6
Properties=species:S:1:pos:R:3:forces:R:3
F 1.672410 -0.205765 -0.375020 0.688 0.471 -0.576
N 0.722065 0.161881 0.658345 -2.021 -1.869 0.152
C -0.534375 -0.614250 0.171684 1.682 2.380 0.488
C -0.457998 0.661792 -0.013409 0.468 -0.777 -0.097
H -0.735406 -1.635462 -0.038114 -0.370 -0.362 0.267
H -0.666699 1.631805 -0.403485 -0.447 0.157 -0.233
```
Positions in Å, forces in eV/Å.

Values from the calculation:
- E_LUMO: 0.94 eV
- SMILES string: FN1C=C1
- DFT total energy: -231.84672 Eh